A structure of composition C30H27F3. Source: the OMol25 dataset; level of theory: ωB97M-V/def2-TZVPD.

Results
**Frontier orbital gap**: 0.27730 Eh
**HOMO**: -6.9064 eV
**Charge**: 0

Geometry (Å):
F -1.2617 -1.9614 -2.7773
C -0.4341 -2.7163 -2.0107
C -0.6549 -2.8087 -0.6774
C 0.2486 -3.5557 0.1072
C 1.2720 -4.2745 -0.5382
C 1.5237 -4.1092 -1.8466
C 0.6101 -3.3773 -2.6155
H -1.5318 -2.2715 -0.3475
H 0.1893 -3.7448 1.1689
H 1.8835 -4.8462 0.1442
H 2.3755 -4.5880 -2.3065
H 0.8480 -3.1483 -3.6438
F -0.3452 -0.8656 2.4012
C -0.0552 0.3048 3.0156
C 1.2612 0.7930 2.8365
C 1.5509 2.0332 3.4164
C 0.6436 2.7020 4.1628
C -0.6625 2.2187 4.3333
C -0.9682 0.9512 3.8166
H 2.0073 0.2711 2.2557
H 2.5700 2.3378 3.2293
H 0.8474 3.7015 4.5174
H -1.3609 2.7609 4.9535
H -1.9501 0.6439 4.1451
F -2.8385 -0.9738 1.0948
C -2.0007 -0.5803 0.0309
C -2.5036 -0.3120 -1.2314
C -1.6008 0.0132 -2.3129
C -0.2314 0.1005 -2.0263
C 0.2679 -0.1575 -0.7442
C -0.6464 -0.4684 0.3139
H -3.5571 -0.4777 -1.4018
H -1.9585 0.1552 -3.3220
H 0.4061 0.2000 -2.8924
H 1.3448 -0.2382 -0.7328
H -0.2222 -0.8342 1.2372
C 2.4702 0.2733 -1.3658
C 2.0155 -0.8119 -2.0052
C 2.2107 -0.8535 -3.3796
C 3.0698 0.0691 -4.0177
C 3.6524 1.1059 -3.2726
C 3.3148 1.2051 -1.9313
H 2.3089 0.4079 -0.3064
H 1.5381 -1.6121 -1.4591
H 1.7185 -1.6058 -3.9781
H 3.2321 -0.0034 -5.0829
H 4.2319 1.8849 -3.7458
H 3.6958 2.0274 -1.3439
C -1.5962 2.8989 0.5653
C -1.1970 1.6339 0.8531
C -2.0008 0.8430 1.5651
C -3.2200 1.2214 2.0123
C -3.6178 2.5382 1.7943
C -2.7695 3.3887 1.0988
H -0.8681 3.4960 0.0363
H -0.2232 1.2757 0.5534
H -1.6191 -0.1476 1.7639
H -3.8301 0.5990 2.6501
H -4.5858 2.8443 2.1628
H -2.9973 4.4442 1.0799

Löwdin atomic charge list, values in e, 4 entries: number 1, F, carries 0.032; number 2, C, carries -0.275; number 3, C, carries -0.014; number 4, C, carries -0.024


A cluster of 2 separate species, C4H5BrN2O in total. Source: the OMol25 dataset; level of theory: ωB97M-V/def2-TZVPD.

Results
**Frontier orbital gap**: 0.31381 Eh
**Relative energy (zero: lowest compared OMol25 entry of this formula, charge and spin)**: 129.5 kcal/mol
**HOMO**: -8.2458 eV
**Charge**: 0

Geometry (Å):
O 1.1153 2.1056 -1.0178
N 1.6192 1.1642 -0.5452
C 2.3940 0.4078 -0.0858
Br 3.1424 -1.1662 0.1675
C -0.9145 -1.4455 -1.1591
C -0.8528 -0.4645 -0.1460
C -0.8712 0.2676 0.7853
N -0.7540 1.1460 1.8262
H -1.5467 -1.1325 -1.9367
H 0.0602 -1.6838 -1.3521
H -1.4839 -2.1832 -0.7470
H -0.5802 2.1230 1.6394
H -1.3278 0.8615 2.5714

Löwdin atomic charge list, values in e, 4 entries: number 1, O, carries 0.045; number 2, N, carries -0.235; number 3, C, carries -0.638; number 4, Br, carries 0.823


A cluster of 2 separate species, C2H7OPS in total. Source: the OMol25 dataset; level of theory: ωB97M-V/def2-TZVPD.

Results
**Frontier orbital gap (spin up / spin down)**: 0.28635 / 0.28409 Eh
**Relative energy (zero: lowest compared OMol25 entry of this formula, charge and spin)**: 155.6 kcal/mol
**HOMO (spin up / spin down)**: -8.5557 / -8.8415 eV
**Charge**: 0

Geometry (Å):
C -0.7488 -0.7501 -1.8303
C 0.5742 0.7586 1.8587
O -1.1835 1.3391 -0.1417
P -0.0911 -1.3538 -0.1947
S -1.0165 0.3789 0.9323
H -1.5259 -1.4421 -1.9954
H 0.0840 -0.6800 -2.3601
H -1.0798 0.2170 -1.6682
H 0.5094 0.0710 2.6605
H 0.5268 1.6936 2.1915
H 1.3517 0.7939 1.2005
H 2.5995 -1.0262 -0.6531

Löwdin atomic charge list, values in e, 4 entries: number 1, C, carries -0.376; number 2, C, carries -0.277; number 3, O, carries -0.640; number 4, P, carries 0.685


A cluster of 4 separate species, C21H65N10O5P4 in total. Source: the OMol25 dataset; level of theory: ωB97M-V/def2-TZVPD.

Results
**Frontier orbital gap**: 0.17431 Eh
**HOMO**: -3.0484 eV
**Charge**: -1

Geometry (Å):
C 4.1496 -3.0203 4.9463
C 3.9733 -4.2086 4.0193
O 3.8279 -5.3316 4.4486
O 3.9322 -3.9634 2.6948
C 4.9885 -3.1551 2.0938
P 6.8239 -3.7128 2.3321
N 8.5741 -4.1716 2.5165
H 5.0246 -2.4205 4.7082
H 4.2861 -3.4136 5.9540
H 3.2601 -2.3808 4.9542
H 4.8664 -2.0980 2.3733
H 4.7871 -3.2110 1.0207
H 7.2021 -2.3119 1.9555
H 6.8876 -4.0767 0.9108
H 6.4344 -5.0756 2.6775
H 6.7568 -3.2710 3.7516
H 9.1474 -3.3354 2.4637
H 8.7348 -4.6494 3.3968
O 1.1697 0.5463 -0.6884
P 0.8683 1.9767 -0.8423
N 1.0092 2.3458 -2.4876
C 0.9627 3.6917 -3.0299
C 0.3565 1.4019 -3.3956
N 2.0698 2.7779 0.0558
C 2.7104 3.9980 -0.3918
C 3.0428 1.8971 0.7101
N -0.4159 2.9914 -0.3813
C -0.5191 3.3062 1.0536
C -1.7085 2.3994 -0.7941
H -0.0356 4.1501 -2.9779
H 1.2477 3.6442 -4.0837
H 1.6674 4.3572 -2.5530
H -0.7231 1.5702 -3.4879
H 0.5129 0.3798 -3.0581
H 0.7776 1.4871 -4.3983
H 3.3645 3.8436 -1.2594
H 3.3233 4.3981 0.4200
H 1.9746 4.7684 -0.6238
H 3.7979 1.5112 0.0170
H 2.5531 1.0490 1.1781
H 3.5505 2.4646 1.4938
H -0.5609 2.4187 1.6921
H -1.4315 3.8867 1.2089
H 0.3051 3.9299 1.3870
H -1.8955 1.4294 -0.3206
H -1.7382 2.2664 -1.8744
H -2.5204 3.0764 -0.5262
O -1.4496 0.4100 -6.0243
P -2.7982 0.5894 -6.5841
N -3.3005 -0.9111 -7.1766
C -4.5004 -1.1240 -7.9699
C -3.0758 -2.0375 -6.2691
N -2.5852 1.6775 -7.8792
C -3.2748 1.5513 -9.1482
C -1.2082 2.1207 -8.0927
N -4.2453 1.2545 -6.0108
C -4.2601 2.7229 -5.8598
C -4.6103 0.6733 -4.6981
H -5.4293 -1.0017 -7.3966
H -4.4798 -2.1484 -8.3485
H -4.5471 -0.4810 -8.8353
H -3.8484 -2.1278 -5.4958
H -2.1093 -1.9392 -5.7795
H -3.0708 -2.9696 -6.8373
H -2.9375 0.6864 -9.7327
H -3.0920 2.4490 -9.7444
H -4.3538 1.4977 -9.0069
H -0.5960 1.3700 -8.6064
H -0.7247 2.3628 -7.1511
H -1.2254 3.0276 -8.7027
H -3.4475 3.0954 -5.2269
H -5.2102 3.0052 -5.4038
H -4.1978 3.2122 -6.8262
H -3.8574 0.8722 -3.9281
H -4.7418 -0.4042 -4.7809
H -5.5607 1.0918 -4.3682
O 1.0032 -1.2207 5.0714
P -0.3024 -1.1682 5.7408
N -1.2471 -2.4148 5.1058
C -2.6625 -2.6014 5.3741
C -0.5646 -3.7098 5.0091
N -0.9733 0.3321 5.2819
C -2.3744 0.5229 4.9665
C -0.1491 1.1302 4.3775
N -0.8014 -1.1142 7.3586
C -0.5326 0.1496 8.0699
C -0.1692 -2.2039 8.1378
H -2.8727 -2.9247 6.4033
H -3.0346 -3.3790 4.7032
H -3.2479 -1.7179 5.1693
H -0.5480 -4.2561 5.9598
H 0.4609 -3.5760 4.6716
H -1.0753 -4.3378 4.2772
H -2.6706 0.0333 4.0299
H -2.5740 1.5930 4.8617
H -3.0136 0.1748 5.7777
H -0.2182 0.7721 3.3426
H 0.8952 1.1202 4.6747
H -0.4822 2.1722 4.4045
H 0.5216 0.4440 8.0348
H -0.8192 0.0163 9.1146
H -1.1312 0.9579 7.6623
H 0.9230 -2.1308 8.1503
H -0.4438 -3.1742 7.7276
H -0.5304 -2.1708 9.1657

Löwdin atomic charge list, values in e, 4 entries: number 1, C, carries -0.016; number 2, C, carries -0.575; number 3, O, carries 0.057; number 4, O, carries -0.094


The ion C11H21N2O with charge +1. Source: the OMol25 dataset; level of theory: ωB97M-V/def2-TZVPD.

Results
**Frontier orbital gap**: 0.38610 Eh
**Relative energy (zero: lowest compared OMol25 entry of this formula, charge and spin)**: 107.8 kcal/mol
**HOMO**: -13.0621 eV
**Charge**: +1

Geometry (Å):
C 1.5093 3.8070 -1.0487
C 0.5749 2.5997 -1.4498
C 0.4422 1.4712 -0.3359
C 0.0851 0.1950 -0.6137
O -0.0299 -0.3189 -1.8599
N -0.2245 -0.9136 0.3562
C 0.3934 -2.1078 -0.1936
C 0.3279 -3.3550 0.6880
C 0.3038 -0.4671 1.6483
C 1.8126 -0.2742 1.7799
C -1.7477 -1.1867 0.4026
C -2.7886 -0.0548 0.0971
C -2.7815 0.5070 -1.2207
N -2.7887 0.8901 -2.2924
H 1.0445 4.5130 -0.3460
H 2.4619 3.5599 -0.7211
H 1.4833 4.3893 -1.9927
H 1.0249 2.0303 -2.4106
H -0.4917 2.9321 -1.6665
H 0.5394 1.8649 0.5862
H 0.4812 0.2255 -2.5078
H -0.1335 -2.4409 -1.1577
H 1.4822 -1.7748 -0.4735
H -0.7940 -3.6959 0.9822
H 0.8866 -4.1807 0.1733
H 0.8791 -3.4241 1.6497
H -0.1312 0.5828 2.0110
H 0.0434 -1.0566 2.3939
H 2.0369 0.3052 2.6314
H 2.1960 -1.3907 1.9250
H 2.1393 0.1000 0.7309
H -1.8625 -1.4593 1.4657
H -1.9320 -2.1332 -0.3267
H -3.8443 -0.4695 0.3493
H -2.5979 0.7310 0.7466

Löwdin atomic charge list, values in e, 4 entries: number 1, C, carries -0.085; number 2, C, carries -0.171; number 3, C, carries -0.006; number 4, C, carries -0.338


A cluster of 3 separate species, C3H12N2O3 in total. Source: the OMol25 dataset; level of theory: ωB97M-V/def2-TZVPD.

Results
**Frontier orbital gap**: 0.35935 Eh
**Relative energy (zero: lowest compared OMol25 entry of this formula, charge and spin)**: 19.1 kcal/mol
**HOMO**: -9.2070 eV
**Charge**: 0

Geometry (Å):
C -1.8263 -1.7219 1.7689
C -0.8607 -0.5768 1.5260
O -0.2197 -0.0709 2.4263
N -0.9326 -0.0246 0.2873
C -0.4337 1.3168 0.0142
N 0.1535 1.4156 -1.3034
H -1.3120 -2.6727 1.9019
H -2.5208 -1.5422 2.5638
H -2.4177 -1.8778 0.8635
H -1.6105 -0.3939 -0.3526
H -1.1733 2.1012 0.1357
H 0.3171 1.5010 0.7652
H -0.3976 1.9145 -1.9767
H 0.6228 0.5786 -1.6012
O 3.2897 -2.1415 -5.9068
H 2.8146 -1.4280 -6.3300
H 3.3153 -2.0777 -4.9550
O 1.3262 2.0716 3.1465
H 0.8687 2.4761 3.8761
H 0.9970 1.1527 3.1504

Löwdin atomic charge list, values in e, 4 entries: number 1, C, carries 0.008; number 2, C, carries -0.510; number 3, O, carries 0.034; number 4, N, carries 0.060


Which of these has the highest charge? C11H21N2O


Look up the charge of the fourth one. -1